[1]
# C44H83IN9O2

7 unconnected molecules or ions with the total composition C44H83IN9O2 (wB97M-V/def2-TZVPD, the Open Molecules 2025 dataset).

The geometry in XYZ format:
```
139
Properties=species:S:1:pos:R:3
C 5.2926 -4.1469 0.6505
C 5.0676 -2.7603 0.0489
C 6.4096 -2.1829 -0.3920
C 6.3237 -0.8405 -1.0995
O 5.1244 -0.1327 -0.6617
N 4.8542 1.0038 -1.4444
C 5.2449 2.1564 -0.9077
N 6.5501 2.4074 -0.6301
N 4.2744 3.1282 -0.6869
C 3.8530 3.5568 -2.0323
I 2.6676 5.3207 -2.0078
C 3.1979 2.3543 -2.7467
C 3.5263 0.9895 -2.0841
C 3.5523 -0.0831 -3.1779
C 2.1748 -0.3070 -3.7826
C 1.3643 -1.3568 -2.9942
C -0.1168 -0.9667 -2.9407
C -1.0875 -2.1242 -2.7416
C -2.5278 -1.5864 -2.8023
C -3.5231 -2.4059 -1.9585
C -4.6811 -1.5400 -1.4145
C -6.0683 -2.0921 -1.7677
C -7.1607 -1.0231 -1.8481
C -7.8786 -0.7348 -0.5312
O -7.4220 0.4909 0.0313
C -8.4477 1.1417 0.7600
H 5.8623 -4.7590 -0.0464
H 4.3365 -4.6296 0.8393
H 5.8442 -4.0811 1.5854
H 4.4057 -2.8283 -0.8162
H 4.6004 -2.1258 0.7998
H 7.0411 -2.0643 0.4910
H 6.9344 -2.8599 -1.0621
H 6.2608 -0.9510 -2.1827
H 7.2015 -0.2329 -0.8895
H 6.8971 2.5434 0.3038
H 7.1891 2.5355 -1.3968
H 3.4720 2.7062 -0.2186
H 4.7681 3.8187 -2.5576
H 3.6031 2.3339 -3.7575
H 2.1248 2.4821 -2.8321
H 2.7557 0.7114 -1.3634
H 4.2816 0.2432 -3.9235
H 3.9291 -1.0205 -2.7696
H 1.5834 0.6096 -3.7818
H 2.2577 -0.6031 -4.8253
H 1.7576 -1.4257 -1.9792
H 1.4636 -2.3244 -3.4836
H -0.2577 -0.2199 -2.1577
H -0.3712 -0.4757 -3.8850
H -0.8943 -2.5596 -1.7617
H -0.9501 -2.8507 -3.5397
H -2.5551 -0.5289 -2.5603
H -2.8385 -1.6832 -3.8455
H -2.9845 -2.8711 -1.1353
H -3.9170 -3.2043 -2.5849
H -4.5791 -1.5185 -0.3295
H -4.5925 -0.5099 -1.7530
H -6.0067 -2.5854 -2.7392
H -6.3406 -2.8668 -1.0510
H -6.7485 -0.0956 -2.2442
H -7.9071 -1.3457 -2.5741
H -7.6933 -1.5477 0.1756
H -8.9504 -0.6574 -0.7204
H -8.0255 1.9346 1.3707
H -8.9539 0.4193 1.4020
H -9.1701 1.5895 0.0721
C -3.4531 4.7135 -2.9665
C -3.6706 3.4243 -3.7497
C -4.0490 2.2396 -2.8540
C -2.9983 1.9443 -1.8790
N -2.1658 1.7120 -1.1203
H -2.6237 4.6143 -2.2645
H -3.2174 5.5365 -3.6409
H -4.3436 4.9886 -2.4000
H -2.7661 3.1797 -4.3107
H -4.4677 3.5722 -4.4794
H -4.2113 1.3433 -3.4551
H -4.9705 2.4499 -2.3083
C 2.4779 -3.2898 4.3434
C 2.4122 -4.8123 4.2956
C 3.4886 -5.4810 5.1588
C 4.8288 -5.1095 4.7048
N 5.8747 -4.8114 4.3325
H 3.4259 -2.9223 3.9463
H 1.6775 -2.8538 3.7435
H 2.3741 -2.9262 5.3666
H 2.5128 -5.1487 3.2615
H 1.4330 -5.1447 4.6457
H 3.3968 -6.5664 5.1080
H 3.3768 -5.1797 6.2006
C -9.9787 5.1424 -1.6410
C -11.1703 5.5446 -0.7797
C -11.5233 4.4905 0.2755
C -11.8789 3.2144 -0.3481
N -12.1500 2.2159 -0.8488
H -10.1879 4.2347 -2.2088
H -9.7411 5.9297 -2.3560
H -9.0927 4.9651 -1.0279
H -12.0373 5.7226 -1.4177
H -10.9503 6.4841 -0.2703
H -12.3673 4.8208 0.8810
H -10.6774 4.3221 0.9440
C -0.8392 -2.2555 8.0307
C -0.8963 -3.7784 8.0015
C 0.1862 -4.4332 8.8680
C 1.5259 -4.0638 8.4084
N 2.5710 -3.7676 8.0315
H 0.1043 -1.8844 7.6276
H -1.6427 -1.8319 7.4289
H -0.9463 -1.8777 9.0488
H -0.7954 -4.1267 6.9716
H -1.8716 -4.1131 8.3570
H 0.1014 -5.5194 8.8323
H 0.0834 -4.1240 9.9090
C 10.5905 -1.2768 -3.0611
C 10.7324 -1.9986 -1.7253
C 10.4918 -3.5087 -1.8324
C 9.1387 -3.7951 -2.3110
N 8.0723 -4.0082 -2.6846
H 9.5792 -1.3725 -3.4610
H 10.8011 -0.2132 -2.9458
H 11.2855 -1.6768 -3.8002
H 10.0316 -1.5724 -1.0030
H 11.7352 -1.8361 -1.3291
H 10.6176 -3.9861 -0.8605
H 11.2033 -3.9634 -2.5227
C -0.3493 5.6934 2.9358
C -0.3453 4.6651 1.8106
C -0.9207 5.2122 0.4996
C -2.3132 5.6306 0.6674
N -3.4069 5.9519 0.8113
H -1.3640 6.0056 3.1834
H 0.0944 5.2747 3.8387
H 0.2226 6.5814 2.6600
H -0.9172 3.7877 2.1168
H 0.6793 4.3324 1.6268
H -0.8831 4.4494 -0.2793
H -0.3411 6.0719 0.1584
```

Output
- LUMO energy (eV) = -4.65
- charge = +1
- 2S+1 = 1

Atomic partial charges in e from the Löwdin method, atoms 1 to 2: number 1, C, carries -0.095; number 2, C, carries -0.250



[2]
# C21H38Br10O9

8 unconnected molecules or ions with the total composition C21H38Br10O9 (wB97M-V/def2-TZVPD, the Open Molecules 2025 dataset).

The geometry in XYZ format:
```
78
Properties=species:S:1:pos:R:3
C -2.1453 1.5276 -3.2856
C -2.5459 0.1032 -3.0766
C -3.5218 -0.4440 -4.1294
O -3.0060 -1.7222 -4.4741
C -1.7196 -1.8167 -4.0460
O -1.0255 -2.7545 -4.2527
O -1.3670 -0.7143 -3.3744
H -3.0051 2.1958 -3.2505
H -1.6600 1.6101 -4.2560
H -1.4350 1.8029 -2.5064
H -2.8118 -0.1175 -2.0466
H -3.5264 0.2345 -4.9875
H -4.5408 -0.5255 -3.7560
C -6.9284 0.4895 0.9194
C -5.6797 1.2100 1.3423
C -4.7687 0.5592 2.3933
O -3.4711 0.6345 1.8426
C -3.5306 1.1671 0.5945
O -2.5838 1.4507 -0.0623
O -4.8029 1.2769 0.1851
H -7.6418 0.3455 1.7242
H -6.6494 -0.4802 0.4879
H -7.3658 1.0034 0.0621
H -5.8814 2.2481 1.6118
H -5.0756 -0.4667 2.5998
H -4.8153 1.1509 3.3066
C 3.6924 3.1475 -3.2398
O 3.5349 2.8258 -1.8586
C 2.3639 3.1811 -1.3335
O 1.4994 3.8042 -1.8832
O 2.3471 2.7634 -0.0676
C 1.1942 3.1184 0.6840
H 2.9693 2.6095 -3.8477
H 4.6846 2.7995 -3.5241
H 3.6628 4.2262 -3.3761
H 0.2652 3.1106 0.1226
H 1.3651 4.1017 1.1306
H 1.1380 2.4119 1.5109
Br 0.3423 3.0167 4.4829
C -1.2483 3.0957 3.3572
C -2.4032 3.4819 4.2748
Br -4.0369 3.7676 3.2411
H -1.4041 2.1026 2.9511
H -1.0635 3.8304 2.5823
H -2.2204 4.4326 4.7565
H -2.5823 2.6539 4.9495
Br 6.7951 3.5293 1.5094
C 5.7636 2.0027 0.9460
C 5.5850 1.0745 2.1170
Br 4.5033 -0.4466 1.5900
H 6.3398 1.4826 0.1856
H 4.8233 2.3394 0.5235
H 5.0910 1.5450 2.9576
H 6.5559 0.6670 2.3758
Br 0.0245 -0.3658 2.0241
C 1.2654 -0.3827 0.5455
C 0.4712 -0.4485 -0.7357
Br 1.7312 -0.3772 -2.2128
H 1.9261 -1.2382 0.6243
H 1.8673 0.5193 0.5340
H -0.1998 0.3973 -0.8272
H -0.0809 -1.3803 -0.8196
Br 2.7198 -4.3557 -2.2822
C 0.8904 -3.8895 -1.7648
C 0.1957 -5.1643 -1.3598
Br -1.7177 -4.8790 -1.1380
H 0.4269 -3.3760 -2.5996
H 1.0178 -3.2217 -0.9200
H 0.5685 -5.4841 -0.3856
H 0.3366 -6.0040 -2.0292
Br 3.1635 -3.7123 1.6690
C 3.8822 -5.5188 1.4106
C 3.7857 -6.2202 2.7220
Br 4.2289 -8.1195 2.5156
H 4.9141 -5.3863 1.1100
H 3.2753 -5.9635 0.6331
H 2.7861 -6.2508 3.1390
H 4.4684 -5.8217 3.4640
```

Output
- LUMO energy (eV) = 0.20
- structure (SMILES) = C[C@H]1COC(=O)O1.C[C@H]1COC(=O)O1.COC(=O)OC.BrCCBr.BrCCBr.BrCCBr.BrCCBr.BrCCBr
- charge = 0
- 2S+1 = 1

Atomic partial charges in e from the Löwdin method, atoms 1 to 2: number 1, C, carries -0.022; number 2, C, carries -0.289



[3]
# C12H12BN6RhS4

A molecular structure, C12H12BN6RhS4 (wB97M-V/def2-TZVPD, the Open Molecules 2025 dataset).

The geometry in XYZ format:
```
36
Properties=species:S:1:pos:R:3
Rh 0.2920 0.5703 -1.5494
S -1.2101 0.9314 -3.1500
C -2.3770 0.0355 -2.2464
S -1.6041 -0.3721 -0.7509
C -3.6471 -0.2877 -2.6091
C -4.4608 -1.0678 -1.7258
N -5.0876 -1.7228 -1.0163
C -4.1742 0.1362 -3.8714
N -4.5786 0.4677 -4.8964
C -0.0418 4.3630 0.9810
N 0.6963 3.1425 1.2812
C 0.9119 2.6197 2.5373
C 1.6291 1.4906 2.3637
N 1.8523 1.3128 1.0112
B 2.6636 0.0768 0.4396
N 1.8158 -1.2560 0.6067
C 1.6641 -1.9296 1.7996
C 0.9072 -3.0288 1.5778
N 0.5964 -3.0254 0.2384
C -0.2411 -4.0050 -0.4494
C 1.1567 -1.9487 -0.3373
S 1.0011 -1.5455 -2.0235
C 1.2792 2.3467 0.3632
S 1.2342 2.7131 -1.3402
H -0.4689 4.7330 1.9088
H -0.8349 4.1441 0.2702
H 0.6212 5.1117 0.5545
H 0.5359 3.0951 3.4256
H 2.0143 0.8006 3.0921
H 3.6480 -0.0512 1.1245
H 2.8733 0.2621 -0.7254
H 2.1247 -1.5822 2.7065
H 0.5602 -3.8000 2.2422
H -0.6404 -4.6861 0.2964
H 0.3445 -4.5576 -1.1795
H -1.0554 -3.4864 -0.9495
```

Output
- LUMO energy (eV) = -1.49
- charge = 0
- 2S+1 = 1
- energy relative to the best compared isomer or geometry (same formula, charge and spin) (kcal/mol) = 0.15

Atomic partial charges in e from the natural (NBO) method, atoms 1 to 2: number 1, Rh, carries 0.367; number 2, S, carries 0.180



[4]
# C43H48F9NO7S3

4 unconnected molecules or ions with the total composition C43H48F9NO7S3 (wB97M-V/def2-TZVPD, the Open Molecules 2025 dataset).

The geometry in XYZ format:
```
111
Properties=species:S:1:pos:R:3
C 6.8912 -0.3221 2.8465
C 6.5301 -0.9927 1.9415
C 6.1633 -1.8751 0.8478
C 4.6289 -1.9734 0.7104
C 4.0402 -0.5451 0.5699
C 2.7657 -0.5218 -0.2294
C 1.5112 -0.5042 0.3710
S 1.5161 -0.5815 2.1659
C 0.3375 -0.4575 -0.4015
S -1.2854 -0.4451 0.3178
O -1.9232 0.7617 -0.1655
O -1.3451 -0.5758 1.7377
C -2.2979 -1.8345 -0.4482
F -1.4066 -2.7028 -0.9826
F -3.0682 -1.4080 -1.4395
C -3.1494 -2.6733 0.5422
F -2.4193 -3.0534 1.5965
F -3.4812 -3.8074 -0.1015
C -4.4329 -1.9981 1.0830
F -4.9599 -2.8745 1.9596
F -4.1568 -0.8852 1.7687
C -5.5551 -1.6572 0.0392
F -5.4934 -0.3815 -0.3243
F -5.5223 -2.4322 -1.0393
F -6.7382 -1.8409 0.6395
C 0.4354 -0.4167 -1.7994
C 1.6879 -0.4863 -2.3810
C 2.8569 -0.5326 -1.6334
C 4.1960 -0.5994 -2.3063
C 4.8427 0.8015 -2.4050
C 3.8770 1.9474 -2.5690
O 4.8206 1.3660 -3.6370
S 1.8834 -0.5327 -4.1518
C 0.3764 0.2308 -4.6880
C 0.3648 0.7875 -5.9540
C -0.7924 1.3701 -6.4305
C -1.9142 1.3713 -5.6170
C -1.8975 0.8343 -4.3458
C -3.1899 0.8776 -3.5434
O -4.0662 1.9149 -3.9962
C -3.9350 3.0494 -3.1905
C -4.7648 3.1374 -2.0876
C -4.7103 4.2415 -1.2568
C -3.7953 5.2488 -1.5420
C -2.9587 5.1385 -2.6326
C -3.0120 4.0357 -3.4756
C -0.7218 0.2464 -3.8541
N -0.7652 -0.3243 -2.5464
H 7.4778 0.2836 3.4893
H 6.5661 -1.4870 -0.0870
H 6.6079 -2.8534 1.0134
H 4.4125 -2.5143 -0.2067
H 4.1964 -2.4684 1.5752
H 4.7985 0.0534 0.0710
H 3.9203 -0.1091 1.5509
H 0.8898 0.5727 2.4445
H 4.9191 -1.1676 -1.7354
H 4.1593 -0.9693 -3.3234
H 5.6986 0.9912 -1.7811
H 4.2728 2.9516 -2.6134
H 2.9851 1.7967 -3.1625
H 1.2697 0.7603 -6.5447
H -0.7915 1.8109 -7.4146
H -2.8169 1.8100 -6.0094
H -3.7159 -0.0602 -3.7220
H -3.0226 1.0126 -2.4779
H -5.4664 2.3406 -1.8892
H -5.3670 4.3100 -0.4041
H -3.7727 6.1111 -0.8923
H -2.2587 5.9302 -2.8616
H -2.3558 3.9524 -4.3262
H -1.3595 0.3078 -2.0130
C 8.9542 0.5139 6.5782
C 10.1798 -0.2254 6.0507
C 10.1968 -1.4638 6.9375
O 8.8347 -1.7453 7.2698
C 8.0125 -0.6375 6.8976
H 8.5289 1.2246 5.8700
H 9.2089 1.0553 7.4920
H 10.0230 -0.5120 5.0078
H 11.1017 0.3511 6.1091
H 10.7464 -1.2786 7.8667
H 10.6344 -2.3321 6.4440
H 7.4266 -0.9273 6.0181
H 7.3250 -0.4050 7.7114
C -0.7786 -4.4436 4.7492
C 0.3579 -4.0350 5.6804
C 1.5813 -4.3429 4.8286
O 1.1884 -4.1484 3.4683
C -0.2332 -4.0173 3.3941
H -1.7329 -3.9756 4.9867
H -0.9135 -5.5277 4.7783
H 0.3032 -2.9635 5.8866
H 0.3604 -4.5647 6.6320
H 1.8984 -5.3847 4.9504
H 2.4290 -3.6947 5.0556
H -0.4704 -2.9698 3.1821
H -0.6076 -4.6306 2.5744
C -10.2540 3.3508 -2.7943
C -9.9306 2.3413 -3.8907
C -8.5778 2.8397 -4.3799
O -7.9354 3.4417 -3.2538
C -8.8786 3.6028 -2.1928
H -10.9764 2.9909 -2.0630
H -10.6455 4.2698 -3.2366
H -9.8302 1.3424 -3.4596
H -10.6769 2.2961 -4.6824
H -8.6928 3.6018 -5.1584
H -7.9466 2.0402 -4.7695
H -8.6478 2.8689 -1.4116
H -8.7773 4.6027 -1.7688
```

Output
- LUMO energy (eV) = -0.31
- structure (SMILES) = C#CCCCc1c(S)c(S(=O)(=O)C(F)(F)C(F)(F)C(F)(F)C(F)(F)F)c2c(c1C[C@@H]1CO1)Sc1cccc(COc3ccccc3)c1N2.C1CCOC1.C1CCOC1.C1CCOC1
- charge = 0
- 2S+1 = 1

Atomic partial charges in e from the Löwdin method, atoms 1 to 2: number 1, C, carries 0.118; number 2, C, carries -0.151



[5]
# C46H44As2BrCl5NiO

A molecular structure, C46H44As2BrCl5NiO (wB97M-V/def2-TZVPD, the Open Molecules 2025 dataset).

The geometry in XYZ format:
```
100
Properties=species:S:1:pos:R:3
Ni -0.3686 -0.9608 0.1905
C 2.9563 5.6689 1.2417
C 1.4564 5.6208 1.5706
C 1.2660 5.6858 3.0936
C 0.7901 6.8497 0.9557
C 0.8636 4.3159 1.0382
C 1.3553 3.0967 1.4995
C 0.8464 1.9291 0.9839
Br 1.5837 0.2879 1.6226
C -0.1710 1.8572 0.0002
O -0.5117 0.7310 -0.5841
C -0.7306 3.1004 -0.3988
C -0.1620 4.2704 0.1058
C -1.8659 3.2239 -1.4311
C -2.7716 1.9859 -1.5003
C -1.2468 3.4653 -2.8143
C -2.7976 4.3965 -1.0810
H 3.4041 6.5947 1.6172
H 3.1157 5.6245 0.1613
H 3.4887 4.8306 1.6940
H 1.6847 6.6131 3.4975
H 1.7621 4.8521 3.5941
H 0.2050 5.6474 3.3505
H 1.2489 7.7548 1.3608
H -0.2780 6.8844 1.1829
H 0.9111 6.8750 -0.1306
H 2.1408 3.0466 2.2431
H -0.5544 5.2076 -0.2577
H -2.2604 1.1172 -1.9032
H -3.6290 2.2160 -2.1400
H -3.1498 1.7231 -0.5086
H -0.5977 2.6320 -3.0961
H -0.6477 4.3792 -2.8247
H -2.0316 3.5578 -3.5721
H -3.2202 4.2686 -0.0814
H -3.6225 4.4238 -1.7972
H -2.3104 5.3712 -1.1214
Cl -2.5293 -1.9497 -1.8623
C -3.1373 -1.3177 -0.3515
C -2.2312 -0.9013 0.6140
C -2.7675 -0.3519 1.7675
Cl -1.6941 0.2634 2.9918
C -4.1384 -0.2454 1.9815
Cl -4.7654 0.4406 3.4311
C -5.0182 -0.7099 1.0046
Cl -6.7170 -0.6217 1.2557
C -4.5122 -1.2477 -0.1770
Cl -5.5924 -1.8196 -1.3893
C 2.0597 -3.3464 -0.8770
C 0.9711 -4.1537 -0.1863
As -0.0817 -3.0786 1.0794
C -1.5086 -4.3025 1.5468
C -1.5117 -4.9872 2.7567
C -2.5545 -5.8539 3.0587
C -3.5902 -6.0371 2.1596
C -3.5868 -5.3619 0.9471
C -2.5481 -4.4968 0.6380
C 0.9901 -3.0504 2.6900
C 0.4379 -2.4503 3.8185
C 1.1674 -2.3627 4.9918
C 2.4614 -2.8647 5.0443
C 3.0175 -3.4591 3.9231
C 2.2833 -3.5553 2.7476
As 1.3315 -1.6299 -1.4899
C 2.9048 -0.5942 -1.9254
C 2.8613 0.7805 -1.7098
C 3.9681 1.5647 -2.0065
C 5.1159 0.9797 -2.5156
C 5.1612 -0.3897 -2.7361
C 4.0565 -1.1771 -2.4465
C 0.6206 -2.0088 -3.2542
C 0.4754 -3.2949 -3.7583
C -0.1130 -3.4965 -4.9997
C -0.5589 -2.4131 -5.7415
C -0.4186 -1.1260 -5.2394
C 0.1614 -0.9258 -3.9980
H 2.5152 -3.9039 -1.6949
H 2.8552 -3.0788 -0.1784
H 1.3609 -5.0282 0.3351
H 0.2326 -4.5210 -0.9048
H -0.7101 -4.8439 3.4700
H -2.5553 -6.3838 4.0036
H -4.4047 -6.7074 2.4043
H -4.3989 -5.4998 0.2438
H -2.5549 -3.9703 -0.3110
H -0.5625 -2.0364 3.7803
H 0.7288 -1.8938 5.8640
H 3.0353 -2.7903 5.9600
H 4.0262 -3.8514 3.9584
H 2.7364 -4.0324 1.8842
H 1.9617 1.2407 -1.3057
H 3.9297 2.6335 -1.8336
H 5.9803 1.5917 -2.7434
H 6.0574 -0.8460 -3.1389
H 4.0978 -2.2428 -2.6380
H 0.8201 -4.1560 -3.1943
H -0.2222 -4.5024 -5.3853
H -1.0216 -2.5710 -6.7078
H -0.7746 -0.2781 -5.8109
H 0.2460 0.0805 -3.6012
```

Output
- LUMO energy (spin up / spin down) (eV) = 0.23 / 0.23
- charge = 0
- 2S+1 = 1
- energy relative to the best compared isomer or geometry (same formula, charge and spin) (kcal/mol) = 7.12

Atomic partial charges in e from the Löwdin method, atoms 1 to 2: number 1, Ni, carries -0.096; number 2, C, carries -0.050



[6]
# AlF4N2O8S4

A molecular structure, AlF4N2O8S4 (wB97M-V/def2-TZVPD, the Open Molecules 2025 dataset).

The geometry in XYZ format:
```
19
Properties=species:S:1:pos:R:3
Al -5.6410 -9.7818 3.2710
N -5.5132 -13.4639 5.2813
S -4.4603 -13.8240 6.2115
O -3.5811 -14.9109 5.8891
O -4.8128 -13.5770 7.5933
F -3.6533 -12.5378 5.7616
S -6.4575 -14.8768 5.5222
O -6.9593 -15.2607 6.8759
O -6.2361 -15.9572 4.5749
F -7.8026 -14.1737 4.8351
N -2.3032 -9.4422 0.8352
S -0.7128 -10.0054 1.0973
O 0.3759 -9.0631 1.0984
O -0.4140 -11.3512 0.6712
F -1.0133 -10.2191 2.6909
S -1.9204 -9.1166 -0.6089
O -1.9164 -10.2608 -1.5661
O -1.2684 -7.7794 -0.8612
F -3.4360 -8.7638 -1.0189
```

Output
- LUMO energy (eV) = -11.75
- charge = +1
- 2S+1 = 1
- energy relative to the best compared isomer or geometry (same formula, charge and spin) (kcal/mol) = 124.91

Atomic partial charges in e from the natural (NBO) method, atoms 1 to 2: number 1, Al, carries 0.994; number 2, N, carries -0.853



Record-wise molecular weight values, in u: 897.11, 1233.57, 482.26, 958.04, 1078.56, 387.25
Record-wise calculated total energy values, in eV: -72570.614, -741247.742, -68606.430, -118148.840, -345839.518, -80144.569
Record-wise strongest force on any atom values, in eV Å⁻¹: 1.858, 1.196, 0.787, 3.657, 0.551, 12.648